# 1
This record from OMol25 describes a structure of composition C30H42LaN8O6 in a non-equilibrium geometry. The level of theory is ωB97M-V with the def2-TZVPD basis set.

```
87
Properties=species:S:1:pos:R:3
H 1.19 -2.91 -0.34
H 4.50 -3.29 0.13
C 2.25 5.01 1.36
O 3.49 -4.72 -0.84
N -7.02 0.79 -0.18
H 0.54 2.92 -3.21
N -2.06 1.85 -1.63
O -2.08 -0.88 -0.96
C 1.80 5.24 -1.10
C -1.14 -1.08 2.65
C 1.07 -1.91 0.10
C 3.90 -1.56 -1.71
H 1.27 0.16 1.90
C -0.46 -2.10 1.97
C 1.88 4.43 0.02
C 1.33 4.69 -2.29
C 4.72 -4.25 -0.33
C -2.47 -1.24 3.04
H 2.81 -3.17 2.02
N 0.98 2.58 -1.22
C -3.23 0.99 -1.90
H 3.28 -2.43 -1.87
H -3.02 -4.33 1.79
C -1.18 -3.25 1.64
H 3.60 1.82 2.87
C -4.57 1.72 -1.84
H -7.83 0.41 -2.07
H 7.13 -0.60 -1.45
C 1.46 3.11 -0.09
H -1.99 2.57 -2.33
H -4.74 2.01 -0.80
H 3.47 1.62 -1.19
C -3.14 -0.18 -0.89
H -6.02 -1.23 2.05
H -4.15 -2.59 3.14
O -4.08 -0.34 -0.11
H 1.53 2.45 0.77
C -2.50 -3.41 2.03
C 5.40 0.67 -1.25
H -4.49 2.64 -2.43
N 5.73 -4.07 -1.33
N -6.55 -0.44 1.71
H -5.42 -0.19 -2.31
N -6.78 -1.50 -0.32
H 5.05 3.44 2.08
H 4.15 3.33 0.56
H 1.56 -0.80 3.37
H -7.39 2.07 -1.74
H 3.34 4.73 3.01
C -3.14 -2.42 2.76
C -7.06 1.04 -1.62
C 6.00 -2.94 -2.06
O 1.69 6.00 1.77
C 0.92 3.37 -2.30
H 5.95 1.58 -1.07
H -2.21 2.33 -0.75
C -5.72 0.85 -2.36
H -3.10 0.57 -2.90
C 1.68 -0.78 2.29
H -6.32 0.42 2.19
H 2.10 6.28 -1.04
O 3.58 1.99 1.92
H -6.35 -2.32 0.07
C 6.05 -0.53 -1.45
H -6.81 -1.45 -1.33
C 1.74 -3.25 2.19
C 4.01 0.69 -1.32
H -5.92 1.08 -3.41
H 3.61 -5.59 -1.22
C -6.73 -0.37 0.38
H -6.93 1.60 0.41
N 3.27 -0.40 -1.53
H -2.96 -0.46 3.61
N 3.19 4.34 2.09
C 5.29 -1.67 -1.69
H -0.63 -0.17 2.94
C 1.03 -2.01 1.63
H 6.22 -4.88 -1.66
H 1.56 -3.34 3.27
C 4.06 3.28 1.64
O 6.82 -2.94 -2.96
H -0.70 -4.04 1.08
H 2.75 -0.79 2.05
H 1.26 5.29 -3.19
H 5.11 -4.93 0.43
La 0.16 -0.06 -1.02
H 1.39 -4.16 1.70
```

relative energy (zero: lowest compared OMol25 entry of this formula, charge and spin) = 1.8267 eV
charge = +1
highest occupied orbital energy (alpha / beta) = -6.50 / -6.39 eV
Kohn-Sham gap (alpha / beta) = 4.1 / 4.0 eV

# 2
This record from OMol25 describes the molecule C30H42N2O3. The level of theory is ωB97M-V with the def2-TZVPD basis set.

```
77
Properties=species:S:1:pos:R:3
C -0.36 1.28 -2.46
H -0.25 1.64 -3.49
O 0.43 -1.15 -1.53
H 8.31 -2.22 0.62
O -2.92 0.08 -0.96
C 4.11 -0.27 1.02
C 7.37 -2.06 0.09
C 1.82 2.15 -1.76
H -2.71 -0.37 1.04
C 5.08 -0.99 0.33
H -2.19 2.18 -1.80
H -2.70 -5.59 1.11
H -2.22 5.09 2.70
H -3.56 -1.12 -2.43
N -0.86 2.18 -0.22
H 5.47 -2.00 -1.53
H 2.21 3.41 -0.03
H 1.85 2.68 -2.72
C 6.42 -1.26 0.99
C 3.53 -1.16 -1.52
H -2.53 -3.74 -0.57
C -4.25 -4.19 0.62
C -3.77 -5.57 0.98
H -0.87 3.34 -1.96
C 6.18 -2.07 2.27
H -5.45 -0.65 -0.35
H -1.22 -0.42 0.08
H -4.02 -6.27 0.17
H 7.59 -1.52 -0.83
C -1.13 2.33 -1.63
H 0.92 4.03 -1.06
H -4.96 4.21 1.72
H -0.90 0.34 -2.47
H 7.13 -2.29 2.75
H 8.06 -0.10 1.80
H -6.07 -4.33 1.74
H 3.30 -1.53 -2.51
H -4.25 -5.92 1.89
H -1.32 3.60 2.50
H -3.79 1.94 1.48
H 4.30 0.09 2.02
H -4.70 4.53 0.00
C -2.31 4.04 2.45
C -3.91 -2.11 -0.56
C 4.76 -1.43 -0.95
C 1.36 3.12 -0.64
C -3.07 -1.24 -1.46
H -2.93 3.56 3.21
H -4.11 5.68 1.21
H -2.24 4.31 0.33
H 5.68 -3.00 2.04
C -5.46 -3.71 1.09
H -6.84 -2.07 1.12
C -3.15 2.40 0.72
H 2.82 1.79 -1.54
H 2.14 0.56 1.03
H -1.40 1.53 1.63
C 0.34 2.49 0.30
H 6.48 0.66 2.01
C -4.26 4.62 0.99
C -1.86 1.57 0.64
C -2.16 0.12 0.23
N 0.95 1.01 -1.90
C 7.09 0.08 1.33
C -3.48 -3.38 -0.20
H 7.25 0.66 0.42
H -2.08 -1.69 -1.61
C 2.87 0.01 0.46
C -5.89 -2.44 0.75
H 5.57 -1.52 2.98
C -2.93 3.87 1.07
C -5.12 -1.64 -0.08
H -3.68 2.33 -0.23
H 6.95 -3.03 -0.15
C 1.23 -0.23 -1.43
C 2.57 -0.43 -0.82
O 0.62 2.30 1.48
```

charge = 0
highest occupied orbital energy = -8.89 eV
Kohn-Sham gap = 9.6 eV

# 3
This record from OMol25 describes a structure of composition C30H42N4O3ReSSbSe4 in a non-equilibrium geometry. The level of theory is ωB97M-V with the def2-TZVPD basis set.

```
86
Properties=species:S:1:pos:R:3
C -0.03 3.47 1.23
C 1.25 5.87 0.63
C -1.91 0.85 -5.43
C -1.07 -1.61 2.47
N -2.69 1.96 -3.51
C 1.09 -1.18 3.74
H 2.03 -1.71 3.86
C 1.91 2.76 2.66
C -3.47 -1.86 1.75
H -3.35 -0.95 1.18
H -2.62 3.44 0.55
H -2.73 5.18 0.85
Se 3.14 4.60 -1.98
H -3.16 0.69 4.31
C -0.07 5.68 0.29
C -1.80 -2.61 -1.39
H 1.27 -3.56 -0.57
H -4.07 -1.62 2.64
H -4.03 -2.59 1.17
H 2.99 2.87 2.67
C -0.93 -4.31 3.09
C 0.04 -2.10 3.19
C 2.41 -2.05 0.42
H 0.50 -2.96 0.91
H -2.39 4.60 -0.77
C 1.91 4.90 1.37
H 0.78 -0.82 4.72
H 3.99 -0.61 2.01
H -2.79 3.09 3.60
N -0.57 2.17 1.49
H 3.05 -1.96 -0.48
C -1.52 0.64 2.94
C 0.10 -3.46 3.47
H -1.78 -3.28 -0.52
H -0.28 -0.51 -4.96
H -1.58 0.70 5.07
H 0.14 -3.13 -2.22
Re -0.21 0.48 0.31
H -4.16 -0.35 -1.11
H -4.38 -2.11 -1.27
H -1.41 4.07 3.10
O 0.37 -1.71 -0.75
H -2.21 -0.79 4.37
C -2.16 -2.44 2.20
C -2.06 -3.79 2.49
H -2.90 -4.44 2.27
H -0.85 -5.36 3.31
C -1.84 1.23 -2.72
C 1.08 -2.67 0.03
H 1.26 -0.32 3.10
C -2.15 0.28 4.24
H -0.61 6.47 -0.21
H -2.31 -3.11 -2.22
H 1.66 1.72 2.43
Se 4.58 3.30 -2.99
S -1.94 1.52 -1.05
H 1.54 2.96 3.67
C -0.74 4.49 0.59
C -1.71 3.10 3.49
Se 1.32 1.06 -1.32
H -3.74 -1.17 -2.64
C -3.75 -1.26 -1.54
H -0.42 -1.46 -2.57
H -3.25 2.68 -3.07
H 4.09 -0.18 0.28
C -2.74 1.77 -4.85
C -1.01 0.19 -4.57
O 2.21 -0.76 0.96
H 1.76 6.79 0.37
H -1.90 0.67 -6.49
N -1.07 -0.25 2.07
Sb 0.69 3.40 -2.32
C -1.27 1.99 2.60
C 3.46 -0.13 1.18
H 0.95 -3.85 3.99
H -1.28 2.98 4.49
H 2.92 5.07 1.73
H 2.91 -2.70 1.15
C -0.38 -2.26 -1.82
N -1.01 0.35 -3.27
O -2.44 -1.40 -1.03
C -2.21 4.41 0.29
C 1.27 3.71 1.70
H -3.44 2.37 -5.41
H 3.27 0.92 1.42
Se 0.65 3.07 -4.70
```

relative energy (zero: lowest compared OMol25 entry of this formula, charge and spin) = 0.0000 eV
charge = +1
highest occupied orbital energy (alpha / beta) = -8.71 / -8.55 eV
Kohn-Sham gap (alpha / beta) = 4.9 / 4.6 eV
spin multiplicity = 4